No. 1
16 unconnected molecules or ions with the total composition C40H75Cl30FN2O3P in a non-equilibrium geometry. Source: the OMol25 dataset; level of theory: wB97M-V/def2-TZVPD.

Element x y z (Å)
C1 -0.57344 1.57301 2.01362
O1 -0.84528 0.16715 1.88915
C2 -0.63636 -0.28625 0.55891
C3 -1.71096 0.35907 -0.34135
C4 -3.02259 0.49043 0.20747
C5 -4.03199 1.06182 -0.54656
C6 -5.40606 1.16052 0.09494
O2 -6.29753 0.43017 -0.26470
O3 -5.66111 2.05115 1.09166
C7 -3.73634 1.51651 -1.86811
P1 -5.04008 2.32156 -2.90431
N1 -5.08628 1.66546 -4.32841
C8 -2.46625 1.33628 -2.32888
N2 -1.48148 0.76664 -1.58451
C9 -0.17130 0.62905 -2.24976
C10 0.34371 1.95754 -2.85922
F1 0.26188 1.93636 -4.24251
H1 0.14580 1.76684 2.81743
H2 -1.51632 2.06152 2.32257
H3 -0.16443 2.02183 1.09197
H4 -0.82733 -1.36800 0.59726
H5 0.41053 -0.03130 0.27784
H6 -3.22834 0.14895 1.22189
H7 -4.81703 2.42876 1.39228
H8 -4.66980 3.69354 -2.94209
H9 -6.27495 2.29327 -2.20527
H10 -6.01841 1.29846 -4.50577
H11 -2.25768 1.67108 -3.35222
H12 0.60896 0.18267 -1.62751
H13 -0.31619 -0.06475 -3.09998
H14 1.41879 2.02416 -2.62086
H15 -0.13538 2.84683 -2.41821
Cl1 -2.00119 -4.22799 -2.89580
C11 -3.55604 -4.17776 -2.02930
C12 -4.00537 -2.76822 -1.75156
Cl2 -2.95713 -1.94578 -0.54988
H16 -3.44891 -4.75418 -1.11281
H17 -4.28639 -4.67885 -2.66194
H18 -5.01394 -2.77285 -1.33957
H19 -4.00978 -2.16467 -2.65759
Cl3 -5.67383 -6.88074 -2.44794
C13 -4.57081 -7.34981 -3.77560
C14 -4.88531 -8.71938 -4.32257
Cl4 -4.51607 -10.01008 -3.15165
H20 -3.55034 -7.29362 -3.40018
H21 -4.68674 -6.60340 -4.56165
H22 -4.27853 -8.90934 -5.20761
H23 -5.93341 -8.80695 -4.60117
Cl5 2.47463 -0.44923 0.57365
C15 3.92718 0.31553 1.30680
C16 3.95044 0.17947 2.80483
Cl6 2.68391 1.16155 3.57450
H24 3.95164 1.35978 1.00157
H25 4.79038 -0.18614 0.87608
H26 4.90381 0.53223 3.19584
H27 3.81855 -0.85499 3.11538
Cl7 6.17450 -2.47778 1.91912
C17 7.39255 -2.45189 0.61374
C18 8.32111 -1.26911 0.72334
Cl8 7.48999 0.27518 0.39089
H28 6.86473 -2.46094 -0.33777
H29 7.96245 -3.37654 0.69633
H30 9.12259 -1.35916 -0.00758
H31 8.76887 -1.20196 1.71173
Cl9 -2.00005 5.03425 -3.58328
C19 -2.85716 6.58222 -3.35608
C20 -2.90441 6.98996 -1.90521
Cl10 -3.95396 5.90548 -0.94509
H32 -3.85633 6.48053 -3.77477
H33 -2.31946 7.33019 -3.93666
H34 -3.31799 7.99349 -1.81388
H35 -1.91429 6.98841 -1.45439
Cl11 -1.63471 6.49402 3.07469
C21 -3.12538 7.45552 3.27129
C22 -3.59685 8.04478 1.96615
Cl12 -2.50038 9.31161 1.35803
H36 -2.93335 8.22752 4.01343
H37 -3.88510 6.78262 3.66695
H38 -4.57223 8.51072 2.10363
H39 -3.68563 7.28542 1.19382
Cl13 11.70958 -0.54707 2.05841
C23 12.90105 0.04736 0.87282
C24 12.27661 0.95546 -0.15724
Cl14 11.17450 0.07737 -1.24998
H40 13.37385 -0.81599 0.40968
H41 13.65924 0.59319 1.43286
H42 13.05397 1.39629 -0.77993
H43 11.71450 1.76193 0.30888
Cl15 7.70389 -6.41306 3.57578
C25 6.20164 -6.37087 4.53801
C26 5.74042 -4.96104 4.80936
Cl16 6.83413 -4.09345 5.91674
H44 6.37852 -6.92065 5.45960
H45 5.44370 -6.90334 3.96414
H46 4.75960 -4.97951 5.28361
H47 5.66698 -4.38311 3.89132
Cl17 3.13970 6.48018 4.62371
C27 3.36903 6.36483 2.86236
C28 2.22570 5.64932 2.18693
Cl18 2.17992 3.91339 2.60596
H48 4.31785 5.86471 2.67782
H49 3.43987 7.38387 2.48357
H50 2.33789 5.71216 1.10465
H51 1.26777 6.08691 2.45624
Cl19 -2.66775 -5.50244 -6.46512
C29 -2.42822 -4.10089 -7.54209
C30 -2.01100 -2.87161 -6.77333
Cl20 -3.32811 -2.25887 -5.74044
H52 -3.35127 -3.93577 -8.09286
H53 -1.65234 -4.37525 -8.25426
H54 -1.74911 -2.07081 -7.46383
H55 -1.14885 -3.07126 -6.13944
Cl21 6.88122 -10.71688 3.74773
C31 8.32780 -9.96326 4.46717
C32 8.35509 -10.09964 5.96956
Cl22 7.08377 -9.13001 6.76011
H56 8.35042 -8.91994 4.15781
H57 9.19379 -10.46584 4.03749
H58 9.30978 -9.74305 6.35417
H59 8.22707 -11.13438 6.28007
Cl23 -4.46465 -9.07919 -8.22186
C33 -3.20529 -9.14469 -9.48261
C34 -2.24393 -7.98654 -9.38546
Cl24 -3.01531 -6.43549 -9.80419
H60 -3.69979 -9.17368 -10.45111
H61 -2.66719 -10.08173 -9.34503
H62 -1.42056 -8.12938 -10.08424
H63 -1.82938 -7.89504 -8.38294
Cl25 -0.32810 2.13402 5.75375
C35 -0.79871 0.41900 5.89050
C36 -0.12327 -0.27214 7.05123
Cl26 1.62703 -0.45688 6.78898
H64 -0.56424 -0.06894 4.94535
H65 -1.87947 0.39754 6.02879
H66 -0.53499 -1.27354 7.17216
H67 -0.26868 0.27093 7.98268
Cl27 -10.97351 0.55003 2.82660
C37 -9.70828 0.57941 1.57258
C38 -8.77760 1.75581 1.72770
Cl28 -9.58566 3.30676 1.37613
H68 -10.19751 0.58350 0.60072
H69 -9.14547 -0.34862 1.66846
H70 -7.95445 1.66593 1.02952
H71 -8.36804 1.81127 2.73453
Cl29 -3.53359 12.44320 3.89006
C39 -2.25767 13.10993 2.83956
C40 -2.80805 14.06124 1.80456
Cl30 -3.79991 13.22819 0.57981
H72 -1.73321 12.27571 2.37751
H73 -1.55806 13.63653 3.48771
H74 -1.98775 14.54196 1.27287
H75 -3.41989 14.83651 2.26063

## Properties
Total charge: +1



No. 2
2 unconnected molecules or ions with the total composition C4H16N6 in a non-equilibrium geometry. Source: the OMol25 dataset; level of theory: wB97M-V/def2-TZVPD.

Element x y z (Å)
C1 0.65517 -2.71641 -0.97244
C2 0.70573 -0.90795 -2.78970
N1 1.54922 0.06415 -3.21338
N2 1.31094 -1.96767 -2.20479
N3 -0.66795 -0.60620 -2.83330
H1 2.52984 -0.18562 -3.53723
H2 1.32651 1.07529 -3.38882
H3 2.38259 -2.08755 -2.10291
H4 -1.37147 -1.32429 -2.49320
H5 -0.87480 -0.11192 -3.58217
H6 0.72402 -2.15957 -0.09939
H7 1.14971 -3.72988 -0.82531
H8 -0.38752 -2.78156 -1.04501
C3 1.14310 1.12750 3.07893
C4 -1.18561 1.22431 2.24872
N4 -0.21739 0.51269 2.78540
N5 -2.56367 0.78234 2.21961
N6 -0.87626 2.40128 1.65508
H9 -0.23728 -0.50409 3.07024
H10 -2.75823 0.10961 1.54278
H11 -3.30290 1.52259 2.40208
H12 -0.00915 2.90484 1.60938
H13 -1.47345 2.59403 0.86862
H14 1.06803 2.04627 3.68592
H15 1.58156 1.55370 2.11801
H16 1.99795 0.40751 3.52363

## Properties
Total charge: +2



No. 3
C6H12N2O in the gas phase in a non-equilibrium geometry. Source: the OMol25 dataset; level of theory: wB97M-V/def2-TZVPD.

Element x y z (Å)
C1 0.84035 2.01917 2.15057
N1 0.54689 0.80853 1.51580
N2 -0.37554 0.97813 0.48665
C2 -1.40725 -0.15724 0.55928
C3 -0.59770 -1.04167 -0.39780
C4 -1.16507 -1.96269 -1.40800
O1 0.37780 -1.75041 0.38198
C5 0.17487 0.32828 -0.80435
C6 1.57847 0.63902 -0.91112
H1 1.43121 1.98204 3.07075
H2 0.34731 3.06971 1.79926
H3 -1.63808 -0.44266 1.53923
H4 -2.33236 0.12325 0.13900
H5 -1.64989 -1.33904 -2.35418
H6 -1.82083 -2.65950 -0.77323
H7 -0.33714 -2.72323 -1.82262
H8 0.47503 -1.22805 1.14458
H9 -0.44585 0.84640 -1.58942
H10 2.25391 0.36974 0.01215
H11 2.21270 0.27504 -1.76615
H12 1.53117 1.86517 -0.97239

## Properties
SMILES: C=NN1C[C@](C)(O)[C@@H]1C



No. 4
2 unconnected molecules or ions with the total composition C9H9O4S in a non-equilibrium geometry. Source: the OMol25 dataset; level of theory: wB97M-V/def2-TZVPD.

Element x y z (Å)
C1 0.79898 -2.09844 -1.55259
C2 0.63918 -0.75322 -1.84236
C3 0.08452 -2.67604 -0.51699
C4 -0.21156 0.02611 -1.08366
C5 -0.78191 -1.90627 0.23235
C6 -0.92912 -0.54522 -0.03392
C7 -2.48360 2.60386 1.11834
C8 -1.54768 1.68757 0.90779
C9 -1.86183 0.24755 0.79827
O1 3.00388 -0.00913 -0.39440
O2 1.47700 1.89800 0.42392
O3 3.49653 1.32985 1.71351
O4 -2.80807 -0.27039 1.37983
S1 2.28727 0.81891 1.02880
H1 1.48776 -2.70061 -2.12818
H2 1.20854 -0.30652 -2.64235
H3 0.20910 -3.72553 -0.28846
H4 -0.32103 1.07667 -1.29779
H5 -1.34206 -2.33650 1.05065
H6 -2.24882 3.65117 1.21742
H7 -3.52848 2.32982 1.18261
H8 -0.49364 1.94206 0.81556
H9 3.86504 -0.28369 -0.08837

## Properties
Total charge: -1



No. 5
A molecular structure, C4H8O2 in a non-equilibrium geometry. Source: the OMol25 dataset; level of theory: wB97M-V/def2-TZVPD.

Element x y z (Å)
C1 0.90007 -0.29654 1.63254
C2 0.14509 0.50919 0.57950
C3 -0.83992 -0.23519 -0.23721
O1 -1.95949 0.52093 -0.60040
C4 0.11665 -0.40741 -1.77531
O2 -0.31435 -0.68488 -2.84687
H1 1.83131 0.22327 1.87649
H2 1.16923 -1.27830 1.22120
H3 0.35526 -0.47207 2.56857
H4 0.99403 0.78088 -0.27046
H5 -0.18749 1.50272 0.89016
H6 -1.09689 -1.25537 0.09596
H7 -2.39351 0.03630 -1.31587
H8 1.19795 0.33284 -1.35197



No. 6
C6H6 in the gas phase. Source: the OMol25 dataset; level of theory: wB97M-V/def2-TZVPD.

Element x y z (Å)
C1 -1.25009 -0.07292 -0.58407
C2 -0.45974 1.11741 -0.47812
C3 0.69710 1.06802 0.22141
C4 1.19385 -0.25042 0.65882
C5 0.34742 -1.46896 0.69245
C6 -0.90637 -1.24928 0.03774
H1 -2.17024 -0.02016 -1.16684
H2 -0.79828 2.03420 -0.94756
H3 1.34418 1.93323 0.34297
H4 2.02344 -0.24504 1.37144
H5 1.68999 -0.46573 -0.31748
H6 -1.61633 -2.07513 -0.01131



No. 7
2 unconnected molecules or ions with the total composition C5H11NO in a non-equilibrium geometry. Source: the OMol25 dataset; level of theory: wB97M-V/def2-TZVPD.

Element x y z (Å)
H1 0.40933 -0.29139 2.67294
N1 0.49638 0.56395 2.30965
C1 -0.19350 0.90725 1.34626
C2 0.00579 2.11848 0.59265
C3 -1.02395 -0.10942 0.55198
C4 -1.93259 0.03340 -0.34338
O1 -0.50444 -1.38502 0.87220
H2 -0.39001 2.90970 1.14190
H3 -0.34527 1.99522 -0.47580
H4 1.05874 2.38342 0.45718
H5 -2.43853 -0.88743 -0.84265
H6 -2.44780 0.87091 -0.63410
H7 -1.10994 -2.04536 0.59794
C5 1.58967 -1.48870 -1.63277
H8 1.45446 -1.14437 -2.60928
H9 0.79650 -1.30311 -0.99726
H10 2.13713 -2.50275 -1.69660
H11 2.43805 -0.62479 -1.31086

## Properties
SMILES: [H]/N=C(/C)C(=C)O.C



No. 8
C3H6N2O2Si in the gas phase in a non-equilibrium geometry. Source: the OMol25 dataset; level of theory: wB97M-V/def2-TZVPD.

Element x y z (Å)
O1 -0.51309 -0.96349 -2.87245
C1 -0.48500 -0.68980 -1.70322
C2 0.55915 0.13147 -0.99963
N1 -0.01562 0.13669 0.52532
Si1 1.07692 0.83834 1.65966
C3 -1.19511 -0.53322 0.53436
O2 -1.85037 -0.90196 1.46173
N2 -1.47837 -0.86207 -0.81421
H1 1.65875 -0.16870 -1.03281
H2 0.61949 1.20682 -1.32413
H3 1.61819 -0.13198 2.51527
H4 0.33466 1.80679 2.47270
H5 2.08178 1.30652 0.66126
H6 -2.41137 -1.17540 -1.08385

## Properties
SMILES: O=C1CN([SiH3])C(=O)N1



Sequential frontier orbital gap output: 7.624, 11.107, 8.959, 7.441, 9.891, 7.350, 10.499, 10.827 eV